Record 1
{
  "formula": "C69H57AsBrF9N4O2P2S2Sc",
  "method": "ωB97M-V with the def2-TZVPD basis set",
  "e_above_lowest_kcal_mol": 11.6,
  "charge": -1,
  "fmax_ev_per_a": 1.517,
  "multiplicity": 1,
  "e_lumo_ev": 1.336,
  "elements": ["Sc", "O", "C", "C", "C", "C", "C", "C", "C", "O", "N", "N", "C", "C", "C", "C", "C", "C", "N", "H", "H", "H", "H", "H", "H", "H", "H", "H", "H", "F", "C", "C", "F", "C", "F", "C", "P", "C", "C", "C", "C", "C", "C", "C", "C", "C", "C", "C", "C", "C", "Br", "C", "F", "H", "H", "H", "H", "H", "H", "H", "H", "H", "H", "F", "C", "F", "C", "F", "F", "F", "C", "C", "C", "C", "C", "C", "As", "N", "C", "C", "C", "C", "C", "C", "C", "C", "C", "C", "C", "C", "C", "C", "C", "C", "C", "C", "H", "H", "H", "H", "H", "H", "H", "H", "H", "H", "H", "H", "H", "H", "H", "H", "H", "H", "H", "H", "H", "H", "H", "H", "H", "H", "H", "S", "P", "S", "C", "C", "C", "C", "C", "C", "C", "C", "C", "C", "C", "C", "H", "H", "H", "H", "H", "H", "H", "H", "H", "H"],
  "coordinates": [[0.681815, 1.039279, -0.346902], [3.552052, 2.272789, -3.789148], [3.872090, 3.461451, -3.259117], [4.487577, 4.396301, -4.095422], [4.837820, 5.642431, -3.622002], [4.607822, 5.978684, -2.291808], [4.024544, 5.058530, -1.449371], [3.638335, 3.798878, -1.913478], [2.936046, 2.870965, -1.009986], [2.295741, 1.853866, -1.477231], [3.015746, 3.111700, 0.280294], [2.357931, 2.148447, 0.987471], [2.739927, 1.998627, 2.198559], [2.339772, 0.808409, 2.911490], [2.777606, 0.577769, 4.216120], [2.512593, -0.644858, 4.800781], [1.830382, -1.595920, 4.058303], [1.414801, -1.267537, 2.774472], [1.657379, -0.100185, 2.201259], [2.989169, 1.784639, -3.152903], [4.656885, 4.115038, -5.124617], [5.291008, 6.359306, -4.293440], [4.876121, 6.959105, -1.923556], [3.832494, 5.285959, -0.411290], [3.480837, 2.663975, 2.637350], [3.326092, 1.348982, 4.738331], [2.844514, -0.863571, 5.807378], [1.632598, -2.578428, 4.460507], [0.884984, -1.994376, 2.167444], [-2.126280, 8.936483, -0.214061], [-1.827225, 7.684077, 0.136159], [-2.252595, 7.171347, 1.345923], [-2.956674, 7.930642, 2.192902], [-1.922645, 5.872318, 1.702245], [-2.306881, 5.504210, 2.925187], [-1.183145, 5.026229, 0.880914], [-0.880307, 3.223981, 1.325378], [-2.581356, 2.795837, 1.901162], [-3.419254, 2.194687, 0.964969], [-4.749256, 1.941964, 1.252907], [-5.253558, 2.249728, 2.504660], [-4.410021, 2.774691, 3.469404], [-3.085106, 3.046609, 3.175781], [-0.007745, 3.585527, 2.896805], [0.838537, 4.681633, 3.047736], [1.505181, 4.881818, 4.245647], [1.315039, 4.010645, 5.308210], [0.484360, 2.913000, 5.157878], [-0.143927, 2.684019, 3.945960], [-0.706151, 5.598064, -0.306852], [0.524894, 4.721942, -1.403878], [-1.033636, 6.895785, -0.676644], [-0.553543, 7.418314, -1.807038], [-3.036433, 1.887006, 0.007684], [-5.376657, 1.490265, 0.497142], [-6.291457, 2.050398, 2.736313], [-4.779309, 2.963890, 4.468324], [-2.450929, 3.443730, 3.951770], [0.986231, 5.379626, 2.232156], [2.170172, 5.728859, 4.353047], [1.830648, 4.178798, 6.244771], [0.317291, 2.223078, 5.974466], [-0.755501, 1.800280, 3.826780], [-1.019885, 1.675759, -1.424123], [-1.753977, 2.624851, -2.354627], [-2.379160, 3.450219, -1.417952], [-2.861200, 1.756916, -2.910855], [-3.709176, 2.526238, -3.621020], [-2.372056, 0.830881, -3.751367], [-3.649218, 1.064519, -2.028767], [-3.150904, -6.539097, -1.940002], [-2.185688, -5.429214, -1.629140], [-1.024649, -5.641447, -0.904227], [-0.137789, -4.606860, -0.645423], [1.040727, -4.879674, 0.248827], [-0.347868, -3.330303, -1.193980], [1.050288, -1.962996, -0.725265], [0.801568, -0.454686, -1.706020], [0.810152, -0.349382, -3.085018], [0.709122, 0.897734, -3.731760], [0.693807, 0.998055, -5.108874], [0.769922, -0.129183, -5.912373], [0.854936, -1.368965, -5.299251], [0.874835, -1.474118, -3.923398], [2.779185, -2.664532, -1.598595], [3.913268, -1.950270, -1.164462], [3.866527, -0.860529, -0.121613], [5.170673, -2.207221, -1.701866], [5.364229, -3.169957, -2.674754], [6.719082, -3.461861, -3.254631], [4.255249, -3.888186, -3.084712], [2.984042, -3.667449, -2.563841], [1.932367, -4.607560, -3.101267], [-1.564052, -3.083350, -1.852542], [-1.993276, -1.733316, -2.345361], [-2.452622, -4.136825, -2.051313], [-2.841409, -7.477273, -1.481653], [-3.215838, -6.690511, -3.018623], [-4.148898, -6.286785, -1.579252], [-0.796866, -6.632111, -0.527587], [1.106448, -5.940572, 0.483178], [0.916837, -4.323882, 1.183237], [1.976575, -4.555678, -0.208631], [0.613693, 1.809539, -3.158841], [0.615105, 1.980923, -5.554617], [0.736516, -0.044701, -6.990196], [0.897055, -2.273766, -5.895051], [0.902171, -2.446685, -3.459907], [3.029670, -0.976369, 0.567003], [3.776035, 0.111839, -0.611837], [4.792999, -0.853067, 0.453902], [6.016774, -1.627368, -1.349619], [7.467896, -2.782055, -2.852588], [6.696501, -3.361991, -4.340116], [7.018353, -4.485212, -3.022037], [4.374531, -4.655391, -3.842687], [1.999438, -4.648347, -4.188991], [0.924600, -4.328369, -2.826050], [2.118104, -5.615334, -2.722422], [-1.717205, -0.954029, -1.638702], [-3.074006, -1.712871, -2.482381], [-1.536513, -1.493551, -3.304760], [-3.382468, -3.938771, -2.572114], [-2.115541, -0.306707, 4.300619], [-2.246858, -1.163231, 2.537808], [-1.297275, -0.403351, 0.931353], [-4.002982, -1.360863, 2.048650], [-4.907537, -1.665539, 3.059541], [-6.240246, -1.880811, 2.756991], [-6.672679, -1.794187, 1.441511], [-5.768929, -1.498358, 0.432278], [-4.433858, -1.276999, 0.733050], [-1.834129, -2.948799, 2.734745], [-1.260541, -3.402468, 3.915871], [-1.061944, -4.758229, 4.119642], [-1.465817, -5.667399, 3.155159], [-2.037911, -5.217013, 1.974660], [-2.210526, -3.860462, 1.756181], [-4.558591, -1.720032, 4.082853], [-6.941849, -2.115227, 3.548354], [-7.717029, -1.957316, 1.207170], [-6.110654, -1.440743, -0.593088], [-3.723200, -1.035230, -0.046695], [-0.995503, -2.676640, 4.673115], [-0.601496, -5.102638, 5.037882], [-1.333278, -6.728814, 3.320941], [-2.354633, -5.922582, 1.220434], [-2.638927, -3.501919, 0.828533]],
  "forces_ev_per_angstrom": [[0.27, -0.14, 0.47], [-0.04, -0.05, -0.03], [0.02, 0.15, 0.25], [-0.02, -0.06, -0.09], [-0.02, -0.15, -0.01], [0.07, 0.16, 0.14], [0.00, -0.06, -0.05], [-0.10, -0.11, -0.34], [0.36, 0.19, 1.24], [-0.55, -0.02, -0.32], [0.37, 0.54, -0.35], [-0.05, -0.33, 0.06], [0.07, 0.32, -0.60], [-0.16, -0.60, 0.45], [-0.05, 0.13, -0.25], [-0.07, -0.17, -0.11], [0.11, 0.15, 0.10], [-0.17, -0.28, 0.02], [0.04, 0.26, 0.17], [0.04, 0.00, -0.08], [0.01, -0.02, -0.07], [0.02, 0.03, -0.03], [0.02, 0.02, 0.02], [-0.02, 0.05, 0.03], [-0.06, 0.07, -0.10], [-0.01, 0.06, 0.02], [0.01, 0.02, 0.01], [-0.09, -0.04, -0.04], [-0.07, 0.07, -0.01], [0.00, -0.07, 0.04], [0.06, -0.04, 0.03], [0.00, -0.05, 0.05], [0.02, 0.01, -0.13], [0.10, 0.11, -0.09], [-0.01, 0.14, -0.03], [0.01, -0.09, -0.36], [-0.31, 0.87, 0.58], [0.04, -0.18, -0.05], [0.06, -0.10, -0.08], [-0.06, 0.07, 0.04], [-0.05, -0.06, -0.04], [0.02, -0.01, 0.12], [-0.03, -0.09, -0.06], [0.07, -0.22, -0.04], [0.00, -0.03, -0.04], [0.07, 0.08, -0.02], [0.10, -0.04, 0.12], [0.02, -0.01, 0.02], [0.04, -0.03, -0.02], [-0.13, 0.10, 0.21], [-0.06, 0.03, -0.15], [0.09, -0.22, 0.04], [-0.09, 0.12, 0.02], [0.01, 0.10, 0.03], [-0.02, -0.02, 0.00], [-0.04, -0.02, 0.03], [-0.02, 0.02, 0.04], [-0.04, 0.02, 0.01], [0.00, -0.01, -0.01], [0.01, 0.04, 0.00], [-0.02, 0.05, 0.05], [0.07, -0.05, 0.03], [-0.08, -0.09, 0.02], [-0.01, -0.45, 0.30], [0.11, 0.87, -0.60], [-0.01, -0.14, -0.16], [-0.28, -0.46, -0.12], [0.08, 0.12, 0.12], [0.05, 0.10, 0.07], [0.06, 0.08, 0.10], [0.05, 0.06, 0.03], [0.02, 0.00, -0.03], [0.05, 0.02, -0.28], [0.25, 0.19, -0.01], [-0.05, 0.09, -0.10], [-0.07, 0.15, 0.22], [0.51, -1.38, -0.35], [-0.15, 0.28, 0.36], [0.02, -0.05, -1.08], [0.04, -0.09, 0.35], [0.02, -0.05, -0.14], [-0.04, 0.04, -0.02], [0.01, -0.08, -0.12], [0.02, 0.06, 0.41], [-0.20, 0.31, 0.11], [-0.04, 0.06, 0.14], [-0.09, 0.02, -0.09], [0.01, -0.10, -0.10], [-0.04, -0.03, 0.04], [-0.09, 0.02, 0.04], [0.02, 0.09, 0.10], [-0.06, -0.11, -0.06], [-0.04, 0.12, 0.02], [0.03, 0.11, 0.01], [0.07, 0.02, -0.02], [0.06, -0.08, -0.01], [0.00, -0.04, 0.02], [-0.04, -0.05, -0.01], [-0.05, -0.05, 0.00], [-0.01, -0.04, 0.06], [0.04, -0.03, 0.05], [0.06, -0.05, 0.08], [0.06, -0.10, 0.08], [-0.06, -0.06, -0.07], [-0.03, 0.03, 0.00], [0.04, 0.01, -0.03], [-0.01, 0.00, -0.01], [0.00, -0.01, -0.10], [0.22, 0.05, -0.06], [-0.05, 0.03, 0.07], [0.01, 0.00, 0.03], [0.02, 0.02, 0.03], [0.07, 0.01, -0.04], [0.08, 0.02, -0.03], [0.07, -0.01, -0.01], [-0.01, -0.05, -0.02], [-0.01, -0.01, -0.04], [-0.03, -0.09, -0.08], [-0.07, -0.03, 0.02], [-0.07, 0.02, -0.11], [-0.03, 0.02, 0.01], [0.00, 0.01, 0.01], [-0.05, 0.06, -0.02], [0.12, 0.16, 0.09], [-0.13, -0.18, 0.06], [-0.24, -0.05, -0.07], [0.18, 0.15, 0.08], [-0.03, 0.00, 0.03], [-0.04, -0.01, 0.05], [-0.06, -0.01, -0.04], [-0.14, -0.05, -0.05], [0.07, -0.08, 0.01], [0.07, 0.24, -0.01], [0.06, 0.05, -0.02], [0.10, -0.03, 0.07], [0.02, -0.08, -0.05], [-0.12, -0.09, 0.08], [0.07, 0.06, -0.01], [0.00, 0.02, 0.02], [-0.01, 0.01, -0.01], [-0.02, -0.01, -0.04], [0.03, 0.05, -0.05], [0.02, 0.05, -0.05], [-0.01, 0.01, 0.05], [-0.03, -0.02, 0.02], [0.00, -0.04, 0.00], [-0.02, 0.00, 0.05], [-0.05, -0.08, -0.07]]
}

=====

Record 2
{
  "formula": "C10H9N2O5Rh",
  "method": "ωB97M-V with the def2-TZVPD basis set",
  "e_above_lowest_kcal_mol": 22.2,
  "fmax_ev_per_a": 0.772,
  "multiplicity": 1,
  "e_lumo_ev": -1.148,
  "elements": ["Rh", "O", "C", "O", "C", "C", "C", "C", "C", "N", "C", "O", "O", "H", "H", "H", "N", "C", "O", "C", "C", "H", "H", "H", "H", "H", "H"],
  "coordinates": [[0.895310, 0.496348, -0.429711], [1.619825, 0.774272, 3.535034], [1.453566, 0.467292, 2.377108], [1.651347, 1.233444, 1.335586], [0.845316, -0.919319, 2.062246], [0.622889, -1.984208, 2.917897], [0.081039, -3.147965, 2.372231], [-0.237386, -3.242780, 1.016645], [0.011036, -2.136878, 0.223901], [0.533860, -1.063835, 0.789151], [-0.234784, -1.972601, -1.286665], [-0.848354, -2.831086, -1.877706], [0.239328, -0.867385, -1.813525], [0.867441, -1.900376, 3.967083], [-0.096457, -3.999536, 3.016320], [-0.664913, -4.136916, 0.586229], [-2.394403, 2.602080, -1.246984], [-1.205856, 2.016804, -1.245392], [-0.910516, 1.266324, -0.272591], [-0.220498, 2.212806, -2.338714], [1.167731, 2.083366, -1.698641], [-3.041147, 2.421388, -0.496317], [-2.669260, 3.201460, -2.003683], [-0.420759, 3.132460, -2.895323], [-0.379223, 1.362840, -3.012963], [1.402324, 2.978870, -1.117168], [1.932545, 1.953129, -2.464048]],
  "forces_ev_per_angstrom": [[0.46, -0.14, -0.11], [0.32, -0.07, -0.02], [-0.77, 0.00, 0.07], [-0.04, 0.03, -0.09], [0.27, 0.03, 0.04], [-0.04, -0.04, 0.00], [-0.01, 0.04, -0.02], [-0.03, 0.01, 0.05], [0.01, -0.08, -0.03], [0.08, 0.05, -0.14], [-0.17, 0.06, 0.15], [0.14, -0.03, -0.04], [-0.13, 0.10, 0.11], [0.01, 0.02, 0.00], [-0.01, 0.00, 0.00], [0.01, 0.00, -0.01], [-0.04, 0.02, -0.04], [-0.07, -0.04, 0.14], [0.03, 0.09, -0.12], [0.01, -0.09, -0.04], [-0.14, 0.11, 0.09], [0.00, 0.00, 0.00], [0.00, 0.00, 0.01], [0.02, 0.02, 0.01], [0.00, 0.04, -0.03], [0.05, -0.02, 0.00], [0.02, -0.09, 0.02]]
}

=====

Record 3
{
  "formula": "C7H11NO2S2",
  "method": "ωB97M-V with the def2-TZVPD basis set",
  "e_above_lowest_kcal_mol": 75.6,
  "fmax_ev_per_a": 4.670,
  "multiplicity": 1,
  "e_lumo_ev": 0.518,
  "elements": ["C", "C", "C", "C", "C", "C", "C", "N", "O", "O", "S", "S", "H", "H", "H", "H", "H", "H", "H", "H", "H", "H", "H"],
  "coordinates": [[0.959928, 1.191136, -0.034086], [-0.295360, -0.916662, -0.532181], [2.103811, -0.536794, 1.402450], [2.980995, -0.992935, 0.229430], [0.833123, -0.386280, -1.385860], [-3.467966, 0.973884, -0.608999], [-2.577730, -0.082730, -0.060087], [1.496040, 0.762050, 1.104426], [-0.262906, -1.886041, 0.185183], [-1.359270, -0.171583, -0.877287], [0.411953, 2.548703, -0.630850], [2.323324, -1.310592, -1.357993], [1.280321, -1.179799, 1.647151], [2.737278, -0.604629, 2.229513], [3.798929, -0.174871, 0.110335], [3.481521, -1.801189, 0.528805], [0.651647, -0.076094, -2.416474], [-3.921923, 0.951062, -1.610878], [-4.389229, 1.136041, 0.057121], [-3.084914, 1.948034, -0.570378], [-2.984927, -1.064122, -0.037036], [-2.393892, 0.179553, 0.925167], [1.679242, 1.493864, 1.702532]],
  "forces_ev_per_angstrom": [[0.59, -3.23, -2.56], [-0.32, -0.59, -2.28], [-1.24, -0.43, -2.51], [0.06, 4.67, 0.10], [0.51, 1.28, 3.29], [-3.20, 0.53, 0.17], [0.54, -0.68, -2.16], [-0.03, -0.64, -1.16], [-0.32, 0.71, 0.46], [-0.93, 0.59, 0.87], [-0.22, 1.17, 0.34], [-0.30, -0.72, -1.15], [-0.20, -0.82, -0.29], [0.92, 1.11, 1.54], [-1.28, -1.08, 0.28], [1.94, -3.48, 1.06], [-0.46, 0.51, 0.64], [0.55, -0.94, 0.10], [1.17, -0.79, -0.57], [1.40, 1.31, 0.17], [-0.70, -0.80, -0.13], [1.09, 0.48, 1.97], [0.44, 1.84, 1.84]]
}

=====

Record 4
{
  "formula": "C2H11O4",
  "method": "ωB97M-V with the def2-TZVPD basis set",
  "e_above_lowest_kcal_mol": 7.5,
  "charge": -1,
  "fmax_ev_per_a": 1.449,
  "multiplicity": 1,
  "e_lumo_ev": 4.181,
  "elements": ["C", "O", "C", "H", "H", "H", "H", "H", "H", "H", "O", "H", "H", "O", "H", "H", "O"],
  "coordinates": [[-0.754901, 0.451745, 0.740493], [0.398941, -0.092119, 0.142169], [-1.708460, 1.058349, -0.301668], [-1.338906, -0.344911, 1.244531], [-0.436611, 1.156374, 1.518684], [-2.747281, 1.130631, 0.032120], [-1.305094, 2.001006, -0.671946], [-1.775138, 0.408246, -1.184216], [0.872542, -1.649343, -1.756601], [-0.228181, -1.134196, -0.919453], [-0.072629, -1.726804, -1.757714], [2.848782, 1.251185, -0.707878], [1.304053, 1.326929, -0.439219], [2.100529, 1.856750, -0.659761], [0.940741, -2.699279, 1.571320], [0.749146, -1.171254, 1.240136], [1.152472, -1.823315, 1.909006]],
  "forces_ev_per_angstrom": [[0.18, -0.84, -0.50], [-1.18, 0.47, 0.46], [0.23, -0.16, -0.34], [0.13, 0.08, 0.19], [-0.41, 0.35, 0.03], [0.10, 0.46, 0.32], [-0.27, 0.24, 0.06], [0.29, -0.10, 0.22], [0.77, -0.02, -0.20], [0.72, -0.44, -1.09], [-1.17, 0.20, 0.83], [-0.52, -0.10, 0.16], [0.29, -0.89, 0.20], [0.42, 0.86, -0.33], [-0.02, 0.15, -0.03], [0.66, -0.06, -0.09], [-0.23, -0.19, 0.13]]
}

=====

> Number 4 is which compound?

C2H11O4